{"formula": "C6H9O2", "method": "ωB97M-V/def2-TZVPD", "species": ["O", "C", "O", "C", "C", "C", "C", "C", "H", "H", "H", "H", "H", "H", "H", "H", "H"], "positions_angstrom": [[-3.36923, 0.05457, -0.26050], [-2.28456, 0.11882, 0.36479], [-1.79930, 1.13257, 0.92378], [-1.51707, -1.13605, 0.44352], [-0.08442, -1.12141, 0.67086], [0.68755, -0.53724, -0.52784], [2.29666, 0.82926, 0.66960], [2.11142, -0.18020, -0.19557], [-1.94170, -2.06421, 0.06673], [0.37076, -2.06914, 0.99438], [0.31060, 1.94934, -2.53711], [0.10557, -0.42676, 1.50468], [0.22529, 0.44270, -0.71138], [0.47942, -1.15151, -1.40369], [1.41280, 1.42802, 0.91663], [3.19021, 1.12146, 1.20970], [-0.19402, 1.60977, -2.12857]], "homo_lumo_gap_ha": 0.16756, "fmax_ev_per_a": 2.45, "lumo_energy_ev": 1.5, "de_lowest_ev": 6.297, "charge": -1, "total_energy_ev": -10457.72106, "homo_energy_ev": -3.1}

=====

{"formula": "C6H9O2", "method": "ωB97M-V/def2-TZVPD", "species": ["C", "C", "C", "C", "C", "C", "O", "O", "H", "H", "H", "H", "H", "H", "H", "H", "H"], "positions_angstrom": [[0.84672, -1.66773, 0.67277], [0.96078, -0.54091, -0.02783], [1.89358, -0.43368, -1.21847], [0.06582, 0.66467, 0.25437], [-1.40284, 0.29866, 0.51660], [-2.32347, 1.46633, 0.17390], [-2.26220, 1.88494, -1.00779], [-3.04885, 1.92733, 1.08848], [0.16234, -1.70265, 1.51280], [1.44954, -2.54152, 0.44525], [2.73661, -1.11467, -1.12798], [2.16988, 0.61196, -1.31702], [1.30463, -0.69110, -2.10486], [0.48419, 1.13529, 1.14711], [0.11941, 1.33680, -0.60209], [-1.67979, -0.64232, 0.03721], [-1.47634, 0.00861, 1.55754]], "homo_lumo_gap_ha": 0.27162, "fmax_ev_per_a": 1.19, "lumo_energy_ev": 3.6, "de_lowest_ev": 0.199, "charge": -1, "total_energy_ev": -10463.81883, "smiles": "C=C(C)CCC(=O)[O-]", "homo_energy_ev": -3.8}

=====

{"formula": "C6H9O2", "method": "ωB97M-V/def2-TZVPD", "species": ["O", "C", "O", "C", "C", "C", "C", "C", "H", "H", "H", "H", "H", "H", "H", "H", "H"], "positions_angstrom": [[1.96208, -2.39173, 2.46410], [1.55399, -1.84826, 1.35627], [1.97321, -2.06883, 0.13655], [0.45021, -0.71458, 1.45889], [0.37602, 0.09631, 0.12152], [-0.96341, -0.07155, -0.57799], [-0.56931, 1.84983, -2.05008], [-1.52187, 1.06948, -1.42387], [0.62079, 0.09683, 2.20008], [-0.42076, -1.36587, 1.91208], [1.38239, -0.21478, -0.30427], [0.54560, 1.15788, 0.31167], [-0.80807, -1.01855, -1.10621], [-1.72837, -0.33274, 0.19219], [0.52152, 1.63564, -2.05072], [-0.83835, 2.68086, -2.66839], [-2.53568, 1.44006, 0.02818]], "homo_lumo_gap_ha": 0.21873, "fmax_ev_per_a": 4.73, "lumo_energy_ev": 1.8, "de_lowest_ev": 5.802, "charge": -1, "total_energy_ev": -10458.21531, "homo_energy_ev": -4.1}

=====

{"formula": "C6H9O3S", "method": "ωB97M-V/def2-TZVPD", "species": ["C", "C", "C", "C", "C", "C", "O", "O", "O", "S", "H", "H", "H", "H", "H", "H", "H", "H", "H"], "positions_angstrom": [[-1.53004, -1.44824, -1.21798], [-1.18092, -0.98282, -0.09339], [0.52425, 1.41902, 0.40528], [-1.29020, -1.23492, 1.32019], [0.31803, 2.74913, -0.21571], [0.96504, 0.31718, -0.39305], [1.48276, -2.17641, -0.70873], [0.18169, 1.26264, 1.58374], [3.39912, -0.74087, -0.14778], [2.00259, -1.10430, 0.21411], [-0.98859, -1.29676, -2.04800], [-2.14751, -2.37151, -1.26104], [-0.64753, -2.03230, 1.62013], [-2.20357, -1.68380, 1.83537], [-0.86118, -0.30786, 1.89548], [1.26161, 2.85558, -0.90949], [-0.57886, 2.73169, -0.92774], [0.27301, 3.58222, 0.50443], [1.02032, 0.46233, -1.45584]], "homo_lumo_gap_ha": [0.23363, 0.20038], "fmax_ev_per_a": 3.73, "lumo_energy_ev": [3.8, 1.8], "de_lowest_ev": 0.000, "charge": -1, "total_energy_ev": -23340.47266, "multiplicity": 3, "homo_energy_ev": [-2.6, -3.7]}